No. 1
The following is a DFT calculation (ωB97M-V/def2-TZVPD) of a structure of composition C23H47F3GaO6 at a distorted geometry.

```
80
Properties=species:S:1:pos:R:3:forces:R:3
O 2.4496 -3.7647 3.2433 -0.129 -0.219 -0.809
C 1.5287 -3.2816 2.2091 -0.541 -0.886 0.914
C 0.0814 -3.8020 2.6008 0.266 0.959 0.236
Ga -1.3169 -3.8307 1.0766 -0.122 -0.238 -0.398
C 2.1009 -3.8414 0.8391 0.969 0.026 0.624
F 3.4983 -3.5933 0.8083 -1.942 -0.336 -0.356
F 2.0027 -5.2451 0.8117 -0.026 2.362 -0.543
F 1.6003 -3.2482 -0.3031 0.799 -1.337 1.724
H 2.2646 -4.7240 3.2952 0.097 0.754 0.081
H 1.6092 -2.1506 2.2218 -0.232 -1.536 -0.312
H 0.1082 -4.8193 3.1227 0.330 1.193 -0.837
H -0.3117 -3.0664 3.3844 0.612 -0.927 -0.921
H -0.6841 -4.5141 -0.2567 -0.035 -0.104 0.136
H -1.8264 -2.3804 0.6311 0.254 0.017 0.182
H -2.5805 -4.7186 1.5404 -0.018 -0.027 0.182
C -4.2166 0.9384 -0.3450 0.289 0.353 0.107
C -4.5768 0.1904 -1.6104 -0.328 0.006 -0.270
C -4.0011 -1.1862 -1.3336 0.367 -0.261 0.142
O -4.0647 -1.3845 0.0819 -0.469 0.589 -0.222
C -4.3757 -0.1388 0.7115 -0.088 -0.414 0.073
H -4.8409 1.8147 -0.1584 0.008 -0.034 0.018
H -3.1725 1.2653 -0.3913 -0.044 -0.024 0.017
H -5.6660 0.1281 -1.7084 0.037 0.015 -0.024
H -4.1783 0.6449 -2.5192 0.012 -0.041 0.037
H -2.9493 -1.2456 -1.6336 -0.009 -0.037 -0.048
H -4.5527 -1.9816 -1.8399 0.038 -0.039 0.103
H -5.4104 -0.1928 1.0714 -0.025 0.124 0.080
H -3.7164 0.0134 1.5692 0.004 -0.122 -0.017
C -0.8359 1.6257 2.0036 -0.279 -0.015 0.265
C 0.5829 2.1342 2.1164 0.335 0.389 -0.175
C 1.3317 0.8902 2.5562 -0.050 -0.346 0.100
O 0.6367 -0.2303 1.9942 0.099 0.567 0.126
C -0.6279 0.2180 1.4783 -0.243 -0.216 -0.316
H -1.4696 2.2325 1.3538 0.026 -0.044 -0.016
H -1.2968 1.5905 2.9965 0.000 0.066 -0.046
H 0.9402 2.4570 1.1325 -0.003 -0.042 0.017
H 0.6963 2.9678 2.8115 -0.034 -0.056 -0.002
H 1.3173 0.7819 3.6467 0.075 0.091 0.035
H 2.3718 0.8843 2.2197 -0.019 -0.105 0.002
H -0.5669 0.2068 0.3876 -0.155 -0.011 0.108
H -1.4171 -0.4678 1.7881 0.212 -0.119 -0.033
C -2.6461 6.2942 4.0170 -0.339 0.043 0.236
C -1.2250 6.8037 4.1280 0.233 0.278 -0.220
C -0.4785 5.5588 4.5688 0.069 -0.294 0.189
O -1.1739 4.4376 4.0090 -0.122 0.412 0.064
C -2.4345 4.8861 3.4940 0.087 -0.265 -0.261
H -3.2805 6.8988 3.3673 0.027 -0.056 0.016
H -3.1069 6.2594 5.0094 -0.009 0.007 -0.067
H -0.8682 7.1248 3.1443 0.006 0.003 0.067
H -1.1092 7.6379 4.8215 0.014 -0.057 -0.019
H -0.4919 5.4521 5.6589 0.071 0.082 0.017
H 0.5603 5.5512 4.2311 -0.045 -0.110 -0.001
H -2.3737 4.8741 2.4003 -0.101 0.001 -0.004
H -3.2234 4.1990 3.8061 0.117 -0.061 -0.012
C 2.2148 1.8609 -2.6561 0.247 0.301 0.154
C 2.3203 0.3499 -2.6481 -0.054 -0.210 -0.386
C 1.3302 -0.0297 -1.5659 0.034 -0.255 0.387
O 0.3034 0.9750 -1.5726 0.257 0.334 -0.344
C 0.7365 2.0739 -2.3824 -0.308 -0.143 -0.009
H 2.5457 2.3208 -3.5891 -0.042 -0.003 0.033
H 2.8109 2.2791 -1.8380 -0.039 0.031 -0.048
H 1.9913 -0.0507 -3.6116 0.096 -0.045 0.067
H 3.3277 -0.0195 -2.4515 -0.070 -0.013 0.013
H 1.7990 -0.0231 -0.5760 -0.012 -0.124 0.003
H 0.8839 -1.0115 -1.7318 -0.080 0.089 0.110
H 0.1542 2.0564 -3.3110 0.042 0.108 -0.051
H 0.5362 3.0147 -1.8635 -0.077 -0.059 0.047
C 3.4428 -4.5815 -4.6715 -0.223 -0.310 -0.007
C 4.1731 -3.8955 -5.8074 0.389 0.051 -0.093
C 3.2652 -2.7148 -6.0983 -0.304 0.157 -0.003
O 2.6370 -2.3609 -4.8611 0.216 -0.240 -0.220
C 2.8806 -3.4022 -3.9017 -0.034 0.206 0.347
H 4.0809 -5.2220 -4.0615 -0.054 0.059 0.001
H 2.6261 -5.1917 -5.0700 0.046 0.010 0.062
H 5.1487 -3.5403 -5.4602 -0.037 -0.014 -0.052
H 4.3329 -4.5343 -6.6777 -0.020 0.050 0.020
H 2.4771 -2.9848 -6.8102 0.068 -0.014 -0.097
H 3.8100 -1.8535 -6.4925 -0.079 0.036 0.056
H 3.6036 -3.0237 -3.1714 -0.037 -0.085 0.062
H 1.9538 -3.6446 -3.3791 0.030 0.127 -0.019
```
Forces are in eV/Å.

Computed properties:
Kohn-Sham gap: 6.726 eV
E_tot: -97424.1243 eV
HOMO: -0.16323 hartree
Charge: -1
Maximum force: 2.42 eV/Å

---

No. 2
The following is a DFT calculation (ωB97M-V/def2-TZVPD) of a structure of composition C6H16N4Pt at a distorted geometry.

```
27
Properties=species:S:1:pos:R:3:forces:R:3
Pt -0.7561 0.9098 1.1485 -0.543 -0.649 0.077
N -0.0016 -0.2396 -0.3322 -0.146 0.049 0.326
C -0.9012 -0.5860 -1.4904 0.212 0.185 -0.237
C -2.0492 -1.5026 -1.0530 0.454 0.198 0.974
N -2.9828 -1.0114 -0.0474 -0.337 0.648 -0.829
C -3.8677 0.1116 -0.0646 1.419 0.102 0.270
C -3.3368 1.3617 -0.7111 -0.071 0.197 -0.110
N -2.2493 1.9816 0.1581 0.243 -0.078 -0.049
H 0.8425 0.2323 -0.6956 -0.052 -0.040 -0.087
H 0.3401 -1.0961 0.1244 0.088 0.038 -0.026
H -0.2824 -1.1319 -2.2159 -0.104 -0.075 -0.006
H -1.2050 0.3314 -1.9842 -0.035 -0.026 0.013
H -1.6890 -2.4754 -0.7087 -0.039 -0.058 0.025
H -2.6733 -1.7170 -1.9545 -0.313 0.024 -0.236
H -3.2915 -1.7524 0.6034 -0.030 -0.185 0.265
H -4.2471 0.2454 0.9627 -0.291 -0.087 0.103
H -4.8092 -0.2521 -0.5694 -0.345 -0.343 -0.151
H -4.1422 2.0934 -0.8339 -0.050 -0.029 0.093
H -2.9325 1.1982 -1.7066 -0.059 -0.018 -0.036
H -2.7093 2.4820 0.9363 -0.071 0.089 -0.169
H -1.8239 2.7341 -0.4029 -0.112 0.046 0.041
C 2.4124 -0.2817 4.1925 0.090 -0.179 0.150
C 1.4128 -0.0098 3.2166 -0.913 0.340 -0.636
N 0.5670 0.2254 2.4466 0.931 -0.243 0.237
H 3.3661 -0.4944 3.6896 -0.036 0.009 0.082
H 2.0923 -1.1561 4.7877 0.110 0.153 -0.051
H 2.5182 0.5927 4.8532 0.000 -0.067 -0.031
```
Forces are in eV/Å.

Computed properties:
Kohn-Sham gap (alpha / beta): 4.438 / 4.432 eV
E_tot: -15634.5246 eV
HOMO (alpha / beta): -0.96013 / -0.96001 hartree
ΔE to the lowest compared entry with this formula, charge and spin: 0.0000 eV
Charge: +4
Maximum force: 1.45 eV/Å

---

No. 3
The following is a DFT calculation (ωB97M-V/def2-TZVPD) of a structure of composition C21H43N2P3RuS at a distorted geometry.

```
71
Properties=species:S:1:pos:R:3:forces:R:3
Ru -0.1511 -0.1128 -0.2159 0.719 -2.603 -1.288
P 1.6336 1.0558 0.3217 3.385 2.171 0.292
P -1.4059 0.0807 1.5294 -2.980 0.286 3.522
P -1.0041 1.6714 -1.2054 -1.140 1.790 -0.305
H 0.2836 -3.0902 -6.0286 0.256 0.497 -0.240
C 0.4428 -2.0102 -6.1603 -2.459 -2.060 0.009
C 1.6828 -1.5097 -6.3503 2.376 1.340 -1.529
H 2.5890 -2.1123 -6.5346 -0.703 0.014 0.041
C 3.1429 0.0710 0.6803 0.194 -0.463 -0.093
C 1.6194 2.0851 1.8466 -0.527 -0.112 -0.028
C 2.3874 2.2549 -0.8612 -0.049 -0.008 0.064
C -2.8635 -0.9663 1.1871 -0.076 -0.094 -0.069
C -0.8668 -0.5279 3.1768 0.387 -0.278 -0.115
C -2.1558 1.6521 2.1165 0.109 0.012 -0.233
C -0.3798 1.8967 -2.9001 0.224 0.112 -0.208
C -0.9579 3.3458 -0.4368 0.007 -0.200 -0.282
C -2.8046 1.4363 -1.5052 0.090 -0.042 -0.112
H -0.4859 -1.4485 -6.2986 0.441 0.171 -0.053
H 1.8156 -0.4363 -6.5397 -0.098 -0.339 -0.031
H 3.0937 -0.9114 0.1990 0.089 0.092 0.178
H 3.2796 -0.0533 1.7616 -0.032 0.006 -0.362
H 4.0197 0.6000 0.2861 -0.223 -0.034 0.120
H 1.2944 1.5006 2.7143 0.057 0.176 -0.152
H 0.9653 2.9529 1.7231 0.096 -0.099 0.110
H 2.6460 2.4331 2.0282 -0.244 -0.110 -0.151
H 2.7912 1.6864 -1.7113 -0.059 0.240 0.153
H 3.2141 2.7702 -0.3482 -0.217 -0.150 -0.233
H 1.6810 3.0101 -1.2230 0.321 -0.224 0.062
H -3.6079 -0.8303 1.9792 0.037 -0.057 -0.133
H -2.5538 -2.0163 1.1540 -0.078 0.141 0.037
H -3.3003 -0.6969 0.2203 -0.089 -0.072 0.249
H -1.6499 -0.2987 3.9144 0.156 -0.074 -0.333
H 0.0544 -0.0238 3.4972 -0.312 -0.164 -0.003
H -0.7006 -1.6124 3.1649 -0.064 0.317 0.027
H -2.7887 1.4386 2.9876 0.144 -0.002 -0.235
H -2.7745 2.1161 1.3423 0.089 -0.039 0.301
H -1.3638 2.3468 2.4297 -0.277 -0.139 -0.020
H -0.9186 2.7157 -3.3927 0.101 -0.163 0.055
H -0.5368 0.9770 -3.4730 -0.185 0.181 0.070
H 0.6902 2.1219 -2.9085 -0.187 0.029 0.031
H -1.6248 3.9970 -1.0186 0.211 -0.072 0.129
H 0.0527 3.7660 -0.4426 -0.312 -0.005 0.004
H -1.3258 3.3028 0.5948 0.183 0.071 -0.472
H -3.1099 2.0890 -2.3348 0.024 -0.138 0.211
H -3.3996 1.7042 -0.6220 0.185 -0.159 -0.271
H -3.0095 0.3919 -1.7822 -0.048 0.305 0.046
C 1.6603 -2.2437 -3.5395 0.710 0.179 -1.131
C 0.3240 -1.8352 -3.6664 -1.577 0.645 -0.808
C -0.7384 -2.7396 -3.6267 -0.189 0.626 -0.287
C -0.4785 -4.1203 -3.6422 -0.141 -0.256 0.692
C 0.8469 -4.5530 -3.4540 0.633 0.052 0.124
C 1.8967 -3.6253 -3.3839 0.326 -0.873 0.174
S 2.9789 -1.1751 -4.0275 -0.014 -1.226 1.041
H 2.2975 -0.1788 -4.6170 -0.319 0.211 0.614
H 0.1569 -0.8171 -4.0067 -0.315 0.113 0.838
H -1.7829 -2.3898 -3.6504 0.601 -0.070 -0.248
H -1.3173 -4.8368 -3.7245 0.617 0.383 0.011
H 1.0508 -5.6267 -3.3442 0.068 0.505 -0.235
H 2.9280 -3.9513 -3.3020 -0.066 -0.281 0.146
C 1.7962 -2.2375 2.5063 0.222 0.530 0.345
C 1.0294 -2.7591 1.3645 -0.334 -0.987 -0.821
N 0.3054 -2.1873 0.3828 0.624 0.216 1.059
C -0.2154 -3.2163 -0.3793 0.559 -0.056 0.078
C 0.2355 -4.4075 0.1027 -0.255 0.436 -0.155
N 1.0119 -4.1061 1.1972 -0.572 0.199 -0.693
H 1.4515 -2.7203 3.4325 0.091 0.236 -0.204
H 2.8585 -2.4811 2.3848 -0.155 0.107 0.059
H 1.6817 -1.1582 2.5936 0.065 -0.234 0.128
H -0.8299 -2.9904 -1.2383 -0.082 -0.232 0.336
H 0.0186 -5.3905 -0.2585 0.092 -0.396 0.216
H 1.4798 -4.7810 1.7934 -0.114 0.126 -0.040
```
Forces are in eV/Å.

Computed properties:
Spin multiplicity: 5
Kohn-Sham gap (alpha / beta): 5.087 / 3.261 eV
E_tot: -66693.8993 eV
HOMO (alpha / beta): -0.65360 / -0.72974 hartree
ΔE to the lowest compared entry with this formula, charge and spin: 1.3480 eV
Charge: +4
Maximum force: 4.62 eV/Å

---

Question: Which of these has the lowest charge?
Answer: C23H47F3GaO6